{
  "formula": "C28H52F3N4O42S10Si",
  "method": "ωB97M-V/def2-TZVPD",
  "species": ["C", "Si", "C", "C", "N", "N", "C", "N", "C", "O", "C", "F", "F", "F", "C", "O", "C", "N", "H", "H", "H", "H", "H", "H", "H", "H", "H", "H", "H", "H", "C", "C", "O", "S", "O", "O", "O", "H", "H", "H", "H", "C", "C", "O", "S", "O", "O", "O", "H", "H", "H", "H", "C", "C", "O", "S", "O", "O", "O", "H", "H", "H", "H", "C", "C", "O", "S", "O", "O", "O", "H", "H", "H", "H", "C", "C", "O", "S", "O", "O", "O", "H", "H", "H", "H", "C", "C", "O", "S", "O", "O", "O", "H", "H", "H", "H", "C", "C", "O", "S", "O", "O", "O", "H", "H", "H", "H", "C", "C", "O", "S", "O", "O", "O", "H", "H", "H", "H", "C", "C", "O", "S", "O", "O", "O", "H", "H", "H", "H", "C", "C", "O", "S", "O", "O", "O", "H", "H", "H", "H"],
  "coordinates": [[-1.89404, -4.18293, -0.01997], [-0.89428, -5.84583, 0.15649], [-0.63706, -6.60932, -1.63464], [-2.03048, -7.08419, 1.09622], [0.74649, -5.62774, 0.86078], [1.54952, -4.67859, 0.24525], [2.94182, -4.59046, 0.88546], [2.83996, -5.61541, 2.00079], [3.88846, -5.99997, 3.05566], [5.27492, -5.76026, 2.62475], [5.85768, -6.92619, 1.94233], [5.89645, -8.16594, 2.78328], [7.30328, -6.60589, 1.64162], [5.17078, -7.29032, 0.66157], [1.47289, -6.30688, 2.00073], [0.92135, -7.35815, 2.86964], [0.28341, -6.72875, 4.06936], [-0.58577, -6.02813, 4.76798], [-3.02778, -4.47902, 0.15367], [-1.79272, -3.78784, -1.11983], [-1.61544, -3.40009, 0.80562], [-0.44979, -7.76837, -1.49713], [0.37503, -6.11750, -2.03145], [-1.52072, -6.35145, -2.36098], [-2.31873, -7.97198, 0.35223], [-1.53898, -7.59007, 2.02995], [-3.02333, -6.55775, 1.49379], [3.84544, -3.90674, 0.59234], [3.69528, -5.26187, 3.97368], [3.67526, -7.07870, 3.45827], [-5.69865, -0.71568, 2.05693], [-4.80338, -0.19018, 0.93797], [-3.89212, -1.25087, 0.65988], [-4.64096, -2.67563, 0.92392], [-5.12078, -3.17524, -0.34545], [-3.82594, -3.46074, 1.82156], [-5.91622, -2.09309, 1.75593], [-5.19438, -0.65450, 3.02674], [-6.65120, -0.18161, 2.10872], [-4.26452, 0.71551, 1.22628], [-5.38214, 0.00481, 0.02894], [0.73823, -0.92503, 4.27534], [0.48015, -1.97345, 3.19649], [-0.47650, -1.38059, 2.32121], [-0.23402, 0.23196, 2.28538], [0.56081, 0.54290, 1.11804], [-1.48542, 0.88893, 2.58338], [0.72907, 0.33003, 3.59714], [-0.06646, -0.91696, 5.01759], [1.69590, -1.07887, 4.77979], [0.09717, -2.90995, 3.60889], [1.38780, -2.17517, 2.61785], [-4.31385, 4.51440, -1.00817], [-5.16857, 4.31226, -2.25649], [-6.10819, 3.29904, -1.90536], [-6.45295, 3.42397, -0.31603], [-7.68274, 4.17219, -0.17855], [-6.24318, 2.13433, 0.29977], [-5.21430, 4.40205, 0.09263], [-3.56079, 3.72535, -0.91411], [-3.82050, 5.49001, -0.99919], [-4.57611, 4.00560, -3.12177], [-5.72804, 5.22102, -2.50242], [-8.46189, 8.51572, -0.43986], [-7.05604, 8.08472, -0.03054], [-6.31769, 8.01503, -1.24823], [-6.89191, 9.13925, -2.28111], [-6.04069, 10.30527, -2.19773], [-7.21656, 8.48935, -3.52956], [-8.27925, 9.46482, -1.48917], [-9.03222, 7.67120, -0.83993], [-9.01360, 8.96592, 0.38972], [-7.04869, 7.11913, 0.48069], [-6.58325, 8.83810, 0.60838], [8.25374, -4.48538, -0.62645], [9.38000, -5.34111, -1.20001], [9.35202, -5.10171, -2.60524], [8.85707, -3.57063, -2.87213], [10.02817, -2.74624, -3.07218], [7.74983, -3.60338, -3.79914], [8.27506, -3.27332, -1.37855], [7.28011, -4.96272, -0.77728], [8.39474, -4.27652, 0.43740], [9.24509, -6.40425, -0.98719], [10.35453, -5.01522, -0.82130], [-3.40327, 12.07867, -4.01710], [-2.57860, 12.63332, -2.85866], [-1.50383, 11.71165, -2.69079], [-1.11675, 11.07883, -4.14342], [0.01122, 11.81468, -4.67006], [-1.13527, 9.63866, -4.03402], [-2.45396, 11.55584, -4.94481], [-4.04462, 11.25560, -3.68576], [-4.01705, 12.84838, -4.49261], [-3.15981, 12.71985, -1.93753], [-2.15034, 13.60903, -3.11146], [5.30853, -9.68787, -1.67834], [5.41929, -11.13108, -1.19398], [4.51109, -11.86887, -2.00862], [4.44680, -11.18178, -3.48652], [5.33545, -11.91227, -4.36277], [3.06336, -10.91989, -3.80887], [5.16468, -9.77130, -3.09522], [4.41416, -9.20368, -1.27311], [6.19067, -9.09648, -1.41881], [5.16254, -11.23664, -0.13724], [6.42547, -11.52809, -1.36519], [3.37151, -0.72070, 9.04017], [3.48227, -2.16391, 9.52453], [2.57407, -2.90170, 8.70989], [2.50978, -2.21461, 7.23199], [3.39843, -2.94510, 6.35574], [1.12634, -1.95272, 6.90964], [3.22766, -0.80414, 7.62329], [2.47714, -0.23651, 9.44539], [4.25365, -0.12931, 9.29970], [3.22552, -2.26947, 10.58127], [4.48845, -2.56092, 9.35332], [11.97316, -0.53007, -4.60189], [10.85522, 0.43206, -4.99460], [11.37695, 1.73426, -4.73992], [12.98769, 1.71916, -4.99626], [13.23723, 2.22209, -6.32890], [13.64235, 2.24516, -3.82104], [13.18292, 0.10074, -5.01874], [12.01515, -0.66333, -3.51606], [11.86630, -1.50572, -5.08351], [9.94055, 0.26415, -4.42106], [10.63188, 0.36106, -6.06437], [-12.30058, 11.39934, -1.55475], [-12.11070, 10.71755, -2.90709], [-11.62943, 9.41065, -2.60184], [-12.26925, 8.92890, -1.18093], [-13.41929, 8.09862, -1.46234], [-11.19243, 8.51386, -0.31225], [-12.80393, 10.38693, -0.68478], [-11.34463, 11.74977, -1.15237], [-13.00047, 12.23745, -1.60963], [-11.40217, 11.24990, -3.54611], [-13.06571, 10.61152, -3.43250]],
  "forces_ev_per_angstrom": [[-0.093, 0.072, -0.032], [-4.343, -0.298, -2.688], [1.615, 0.053, 0.203], [-0.596, -1.208, 1.173], [6.112, -0.603, 4.321], [4.417, -0.614, 2.765], [-6.373, -3.764, 1.045], [-2.366, -0.575, -1.635], [-0.625, 0.738, 2.057], [-0.539, -3.949, -1.832], [1.955, -1.150, -0.286], [-0.476, 4.463, -2.966], [-5.581, -1.022, 0.966], [2.267, 1.364, 4.455], [0.784, 3.590, -3.146], [0.411, 4.483, 1.231], [-6.349, 4.879, 2.299], [8.068, -6.396, -6.071], [2.746, 0.373, -0.550], [0.009, -0.494, 2.249], [-0.557, -1.277, -1.858], [-0.506, 2.317, -0.625], [-2.223, -1.145, 0.449], [1.733, -0.629, 1.536], [0.594, 2.033, 1.612], [-0.981, 0.800, -1.670], [2.235, -1.074, -0.985], [-2.049, -1.585, 0.708], [0.769, -1.501, -2.101], [0.576, 1.922, -1.211], [0.354, 0.797, 0.354], [-0.840, 0.518, -0.226], [-0.059, -1.557, 0.620], [-0.670, 0.952, -0.068], [0.789, 0.082, 1.741], [-1.158, 0.693, -0.792], [0.844, -0.668, -0.959], [-0.037, 0.041, -0.086], [0.115, -0.297, -0.145], [0.102, -0.363, -0.055], [0.103, 0.000, 0.240], [-0.307, -0.437, 0.394], [0.545, -0.008, 0.150], [-0.126, 0.805, 0.261], [-0.022, 0.577, -0.285], [-1.194, -0.215, 1.522], [1.553, -0.854, -0.692], [-0.398, -0.200, -1.217], [0.195, -0.089, -0.090], [-0.236, 0.299, -0.336], [-0.217, 0.221, -0.097], [0.048, 0.005, 0.055], [0.602, -0.218, -0.595], [0.211, 0.905, -0.095], [-0.055, -0.462, 1.362], [-0.327, 0.475, -0.339], [1.583, -1.196, 0.199], [-0.617, 1.528, -0.629], [-1.127, -0.461, -0.215], [-0.032, 0.090, -0.044], [-0.265, -0.128, 0.166], [-0.221, -0.184, 0.201], [0.134, -0.032, 0.000], [0.044, -0.941, 0.500], [-0.322, 0.468, 0.704], [-0.397, 0.381, -1.061], [-0.263, -0.040, -0.077], [-1.001, -1.277, -0.449], [0.761, 0.968, 1.457], [1.304, 0.171, -0.531], [0.119, 0.139, 0.174], [0.181, 0.036, -0.368], [0.072, 0.043, -0.338], [-0.062, -0.074, 0.000], [-0.152, -0.522, 0.138], [0.321, 0.174, 0.614], [-0.763, 0.850, -0.188], [0.106, 0.162, -0.622], [-1.698, -0.840, 0.101], [1.650, 0.145, 1.110], [0.618, -0.166, -0.685], [0.067, -0.044, 0.013], [0.041, 0.185, -0.263], [-0.023, 0.160, -0.294], [-0.124, -0.062, 0.066], [-0.578, -0.117, 0.599], [-0.264, 0.645, -0.339], [0.032, -0.797, -0.792], [0.337, 0.003, -0.207], [-1.399, -1.258, 0.561], [0.308, 1.794, -0.105], [1.105, -0.023, 0.447], [0.006, 0.150, 0.026], [0.276, -0.161, -0.097], [0.227, -0.243, -0.091], [-0.105, -0.046, 0.023], [-0.214, 0.010, 0.449], [0.647, 0.145, 0.035], [-0.376, 0.724, -0.626], [-0.108, -0.549, -0.855], [-1.423, 1.161, 1.078], [1.829, -0.489, 0.371], [-0.085, -0.856, -0.025], [0.059, -0.036, 0.035], [-0.096, -0.114, -0.283], [-0.170, -0.112, -0.257], [-0.051, 0.105, 0.084], [-0.249, 0.112, 0.905], [0.825, 0.331, 0.193], [-0.536, 0.586, -1.214], [0.065, 0.153, 0.838], [-1.281, 0.820, 0.458], [1.764, -0.764, 0.224], [-0.272, -1.301, -0.642], [0.117, -0.050, -0.002], [-0.127, -0.126, -0.305], [-0.187, -0.095, -0.295], [-0.068, 0.088, 0.085], [-0.508, -0.222, 0.497], [-0.097, -0.553, -0.488], [1.049, -0.043, 0.300], [0.326, 0.381, -0.217], [-0.073, -0.576, 1.887], [-0.829, -0.454, -1.637], [-0.227, 1.046, -0.321], [-0.085, -0.036, -0.116], [0.195, 0.256, -0.006], [0.239, 0.228, 0.028], [-0.012, -0.079, 0.101], [0.531, 0.440, -0.308], [-0.599, 0.464, -0.155], [0.023, -0.282, 1.234], [-0.609, -0.248, -0.280], [1.718, 0.962, 0.719], [-1.592, 0.239, -1.045], [0.121, -1.044, -0.452], [-0.070, 0.012, -0.088], [-0.020, -0.310, 0.139], [0.048, -0.305, 0.173], [0.084, 0.094, 0.041]],
  "homo_ha": -0.43984,
  "homo_lumo_gap_ev": 6.59,
  "max_force_ev_per_a": 11.95,
  "e_lumo_ev": -5.4,
  "multiplicity": 1,
  "charge": 1,
  "energy_ev": -246190.27669
}